DFT (the ωB97M-V functional and the def2-TZVPD basis) results for an isolated molecule of C5H11N.

Energy relative to the best compared isomer or geometry (same formula, charge and spin) in eV: 3.8328
Highest occupied orbital energy in eV: -8.35
Orbital gap in eV: 8.496

Element x y z (Å)
1 C 2.55751 -0.41695 0.86349
2 C 1.68938 -0.26916 -0.38903
3 C 0.24866 -0.49307 -0.11250
4 C -0.58868 0.56877 -0.69766
5 N -2.01265 0.31689 -0.85917
6 C -2.68846 0.08947 0.41091
7 H 2.34940 0.39731 1.56550
8 H 2.34214 -1.36126 1.37044
9 H 3.62114 -0.37626 0.60971
10 H 1.94344 0.65716 -0.93881
11 H 1.91763 -1.10930 -1.07096
12 H -2.10494 -0.52079 -1.42630
13 H -0.18273 1.01931 -1.62210
14 H -0.45011 1.36281 0.07065
15 H -3.69483 -0.29356 0.21869
16 H -2.79151 1.04489 0.94070
17 H -2.15537 -0.61626 1.06642

Partial charges, natural (NBO), in e:
1 C -0.589
2 C -0.579
3 C 0.175
4 C -0.420
5 N -0.615
6 C -0.424
7 H 0.203
8 H 0.221
9 H 0.210
10 H 0.173
11 H 0.263
12 H 0.351
13 H 0.208
14 H 0.246
15 H 0.201
16 H 0.185
17 H 0.191

***

DFT (the ωB97M-V functional and the def2-TZVPD basis) results for an isolated molecule of C5H11N.

Energy relative to the best compared isomer or geometry (same formula, charge and spin) in eV: 1.2933
SMILES: CCN1C[C@H]1C
Highest occupied orbital energy in eV: -8.82
Orbital gap in eV: 10.015

Element x y z (Å)
1 C 0.46927 1.54193 -1.33249
2 C -0.00330 1.59127 0.11686
3 N -0.43676 0.30956 0.68829
4 C 0.51301 -0.46486 1.46318
5 C 0.03780 -0.95114 0.14646
6 C -0.98218 -2.05147 -0.00503
7 H 1.42527 1.01950 -1.44372
8 H -0.26944 1.03822 -1.96528
9 H 0.60352 2.55961 -1.71298
10 H 0.78579 2.02484 0.74597
11 H -0.85923 2.27301 0.18180
12 H 1.54138 -0.10069 1.51625
13 H 0.13702 -0.89899 2.38892
14 H 0.77785 -0.90387 -0.65366
15 H -0.50084 -3.03578 -0.02490
16 H -1.54667 -1.92883 -0.93650
17 H -1.69249 -2.02231 0.82682

Partial charges, natural (NBO), in e:
1 C -0.627
2 C -0.216
3 N -0.416
4 C -0.252
5 C -0.080
6 C -0.612
7 H 0.200
8 H 0.209
9 H 0.217
10 H 0.180
11 H 0.194
12 H 0.183
13 H 0.195
14 H 0.189
15 H 0.208
16 H 0.210
17 H 0.217

***

DFT (the ωB97M-V functional and the def2-TZVPD basis) results for a cluster of 2 separate species, C5H11N in total.

Energy relative to the best compared isomer or geometry (same formula, charge and spin) in eV: 3.8803
Highest occupied orbital energy in eV: -6.90
Orbital gap in eV: 7.859

Element x y z (Å)
1 C -0.11347 -1.66616 -1.19652
2 N -0.68567 -0.64564 -0.61795
3 C -2.00784 -0.22081 -0.16765
4 C -0.78195 0.59416 -0.20472
5 C 1.77626 -0.31899 1.65978
6 C -0.22328 1.87985 -0.68885
7 H 0.88888 -1.55158 -1.58910
8 H 1.48284 -1.14542 1.00561
9 H -0.63601 -2.61212 -1.21177
10 H -2.35970 -0.64185 0.77777
11 H -2.76371 -0.21052 -0.96460
12 H 0.88656 0.25737 1.92191
13 H 2.48356 0.32772 1.13240
14 H 2.24834 -0.71302 2.56280
15 H -0.53908 2.70032 -0.03850
16 H 0.87139 1.84213 -0.66150
17 H -0.52713 2.12455 -1.71911

Partial charges, natural (NBO), in e:
1 C -0.360
2 N -0.193
3 C -0.220
4 C 0.029
5 C -0.860
6 C -0.651
7 H 0.195
8 H 0.216
9 H 0.195
10 H 0.181
11 H 0.167
12 H 0.220
13 H 0.206
14 H 0.211
15 H 0.228
16 H 0.228
17 H 0.207

***

DFT (the ωB97M-V functional and the def2-TZVPD basis) results for an isolated molecule of C5H11N in a non-equilibrium geometry.

Energy relative to the best compared isomer or geometry (same formula, charge and spin) in eV: 2.0747
SMILES: C[C@@H]1[C@H](C)[C@H]1N
Highest occupied orbital energy in eV: -8.92
Orbital gap in eV: 10.084

Element x y z (Å)
1 C -1.37916 -1.43231 -0.09829
2 C -0.22694 -0.70907 0.61630
3 C 0.04625 0.74047 0.54986
4 C -0.76183 1.80172 -0.12102
5 C 0.83862 -0.18444 -0.28575
6 N 2.25863 -0.34707 0.05360
7 H -0.99070 -2.38549 -0.26934
8 H -1.63957 -0.89407 -1.07061
9 H -2.38694 -1.62579 0.46914
10 H 0.11378 -1.17220 1.52342
11 H 0.83873 1.13523 1.32077
12 H -1.26476 2.45122 0.75103
13 H 0.05466 2.45678 -0.70836
14 H -1.47704 1.33363 -0.87208
15 H 0.46399 -0.46303 -1.31317
16 H 2.79428 0.51707 -0.21973
17 H 2.71801 -1.22265 -0.32578

Partial charges, natural (NBO), in e:
1 C -0.607
2 C -0.235
3 C -0.240
4 C -0.610
5 C -0.077
6 N -0.856
7 H 0.211
8 H 0.202
9 H 0.213
10 H 0.220
11 H 0.228
12 H 0.217
13 H 0.210
14 H 0.215
15 H 0.174
16 H 0.364
17 H 0.371

***

DFT (the ωB97M-V functional and the def2-TZVPD basis) results for an isolated molecule of C5H11N.

Energy relative to the best compared isomer or geometry (same formula, charge and spin) in eV: 1.4281
SMILES: CN1CC1(C)C
Highest occupied orbital energy in eV: -8.90
Orbital gap in eV: 9.973

Element x y z (Å)
1 C -1.19777 -1.16774 -1.06325
2 N -1.18543 -0.04747 -0.14925
3 C -0.83397 -0.26508 1.24254
4 C 0.13325 0.37672 0.29382
5 C 1.40973 -0.40904 -0.11670
6 C 0.41138 1.86866 0.23672
7 H -1.34132 -0.78097 -2.07652
8 H -0.24001 -1.68891 -1.03507
9 H -1.99352 -1.87727 -0.82671
10 H -0.55855 -1.26527 1.58418
11 H -1.46103 0.27502 1.95755
12 H 2.12658 -0.33869 0.70237
13 H 1.85272 0.05516 -1.00747
14 H 1.36669 -1.48199 -0.35247
15 H 1.25332 2.11744 0.89159
16 H 0.69911 2.13017 -0.78997
17 H -0.44120 2.49926 0.50865

Partial charges, natural (NBO), in e:
1 C -0.416
2 N -0.409
3 C -0.263
4 C 0.093
5 C -0.640
6 C -0.605
7 H 0.199
8 H 0.173
9 H 0.197
10 H 0.183
11 H 0.202
12 H 0.221
13 H 0.212
14 H 0.214
15 H 0.207
16 H 0.207
17 H 0.222

***

DFT (the ωB97M-V functional and the def2-TZVPD basis) results for a cluster of 3 separate species, C5H11N in total in a non-equilibrium geometry.

Energy relative to the best compared isomer or geometry (same formula, charge and spin) in eV: 6.1389
Highest occupied orbital energy (spin up / spin down) in eV: -7.85 / -7.85
Orbital gap (spin up / spin down) in eV: 8.008 / 8.006

Element x y z (Å)
1 C -1.73837 0.34277 0.88734
2 N -1.54671 0.99663 -0.25001
3 C 0.22603 -0.08996 1.60117
4 C 0.56241 -0.41351 2.72309
5 H -0.48172 0.71393 -0.74163
6 H -1.53549 2.00579 -0.11992
7 H -2.09116 0.85712 1.77329
8 H -1.95977 -0.71477 0.81813
9 H 0.79399 -0.69679 3.72097
10 C 0.91231 -1.04492 -1.66720
11 C 0.94696 0.38976 -1.16783
12 H -0.05711 -1.28651 -2.11244
13 H 1.08297 -1.75140 -0.85109
14 H 1.67528 -1.23856 -2.42955
15 H 0.77811 1.11141 -1.97255
16 H 1.90133 0.65545 -0.71196
17 H 0.53093 0.16357 0.50019

Partial charges, natural (NBO), in e:
1 C -0.032
2 N -0.721
3 C -0.302
4 C -0.229
5 H 0.361
6 H 0.366
7 H 0.199
8 H 0.196
9 H 0.232
10 C -0.625
11 C -0.729
12 H 0.199
13 H 0.201
14 H 0.204
15 H 0.206
16 H 0.209
17 H 0.266

***

DFT (the ωB97M-V functional and the def2-TZVPD basis) results for an isolated molecule of C5H11N.

Energy relative to the best compared isomer or geometry (same formula, charge and spin) in eV: 3.3261
Highest occupied orbital energy in eV: -7.01
Orbital gap in eV: 8.076

Element x y z (Å)
1 C 1.91777 -0.37956 -0.74862
2 C 0.84535 0.56311 -0.28834
3 C -1.21412 0.56851 -0.03759
4 C -1.73834 -0.12559 -1.26354
5 N -0.09725 0.18630 0.62098
6 C 0.05306 -0.14454 2.02291
7 H 2.13671 -1.12143 0.03239
8 H 2.84540 0.15704 -0.98016
9 H 1.63380 -0.94426 -1.65026
10 H 0.86986 1.60315 -0.59403
11 H -1.90424 1.24362 0.48633
12 H -2.71243 -0.60038 -1.06412
13 H -1.89114 0.56015 -2.10685
14 H -1.03966 -0.90203 -1.59064
15 H 1.11589 -0.28671 2.23807
16 H -0.49780 -1.05567 2.27723
17 H -0.32286 0.67829 2.64624

Partial charges, natural (NBO), in e:
1 C -0.667
2 C -0.061
3 C -0.017
4 C -0.642
5 N -0.398
6 C -0.409
7 H 0.208
8 H 0.215
9 H 0.210
10 H 0.179
11 H 0.158
12 H 0.198
13 H 0.207
14 H 0.213
15 H 0.210
16 H 0.198
17 H 0.196

***

DFT (the ωB97M-V functional and the def2-TZVPD basis) results for an isolated molecule of C5H11N.

Energy relative to the best compared isomer or geometry (same formula, charge and spin) in eV: 0.6662
SMILES: C=NCC(C)C
Highest occupied orbital energy in eV: -9.74
Orbital gap in eV: 10.945

Element x y z (Å)
1 C -1.94012 1.07129 -1.89015
2 N -1.40651 0.86437 -0.76468
3 C -0.07854 0.26360 -0.76063
4 C 0.16036 -0.49892 0.54148
5 C 0.23454 0.46242 1.72708
6 C 1.41304 -1.36437 0.43291
7 H -1.43703 0.85142 -2.84455
8 H -2.94826 1.48626 -1.92988
9 H 0.04570 -0.40834 -1.62461
10 H 0.68021 1.05466 -0.86053
11 H -0.70787 -1.15603 0.68224
12 H 1.01480 1.21726 1.55917
13 H -0.71651 0.98582 1.86336
14 H 0.47583 -0.07080 2.65371
15 H 2.30670 -0.74348 0.28978
16 H 1.34466 -2.05534 -0.41585
17 H 1.55900 -1.95982 1.34113

Partial charges, natural (NBO), in e:
1 C -0.053
2 N -0.390
3 C -0.252
4 C -0.223
5 C -0.608
6 C -0.603
7 H 0.138
8 H 0.173
9 H 0.177
10 H 0.196
11 H 0.199
12 H 0.197
13 H 0.227
14 H 0.206
15 H 0.201
16 H 0.206
17 H 0.212

***

Number 1: E_tot -6849.69572 eV. Number 2: E_tot -6852.23525 eV. Number 3: E_tot -6849.64819 eV. Number 4: E_tot -6851.45386 eV. Number 5: E_tot -6852.10039 eV. Number 6: E_tot -6847.38967 eV. Number 7: E_tot -6850.20244 eV. Number 8: E_tot -6852.86229 eV.